No. 1
This record from the Open Molecules 2025 dataset describes a 12-piece molecular cluster, C21H56BN4O19 overall at a distorted geometry. The level of theory is ωB97M-V with the def2-TZVPD basis set.

Geometry (Å):
O  -0.57  4.58  -0.72
O  2.46  8.00  -0.46
O  -2.76  3.51  -2.55
O  -2.40  2.98  2.11
O  -1.61  0.43  0.35
O  -5.57  -3.30  2.58
O  -2.10  -4.08  -2.06
O  0.55  -2.05  -1.02
O  -1.98  1.53  -1.77
O  -1.56  -1.72  1.18
O  -0.25  2.41  -0.41
O  -5.76  1.96  -5.78
O  -0.04  0.16  -1.41
O  2.38  0.14  4.31
O  3.40  4.06  -3.14
O  3.07  -3.02  -0.62
O  -4.05  5.42  2.40
O  -0.29  2.77  -7.15
O  -0.21  0.05  -5.97
N  -2.73  -5.66  -0.63
N  -3.79  -2.01  2.78
N  -0.90  -4.48  -0.33
N  -4.43  -2.61  0.77
C  2.54  -3.52  0.69
C  2.26  3.72  -2.47
C  1.32  7.18  -0.61
C  -2.34  2.92  -5.88
C  -3.53  2.14  2.18
C  -0.28  3.96  -4.94
C  0.12  0.05  3.41
C  -2.32  6.52  1.19
C  -4.66  -2.65  2.11
C  -0.14  -1.04  -0.77
C  -0.90  3.40  -0.91
C  -4.18  5.45  -0.03
C  -1.23  -0.88  0.39
C  1.49  0.77  3.40
C  -2.00  2.85  -1.88
C  -1.03  3.61  -6.24
C  -5.18  1.67  -4.51
C  -1.97  -4.66  -1.05
C  0.16  0.21  -4.62
C  -3.79  6.25  1.23
C  2.21  0.80  1.99
B  -0.93  1.16  -0.75
H  -3.74  4.46  0.05
H  -4.39  7.15  1.28
H  -2.19  2.08  -5.20
H  3.00  -4.51  0.78
H  -3.55  4.61  2.25
H  0.69  4.40  -5.19
H  1.95  2.71  -2.76
H  -5.25  5.28  -0.05
H  -0.36  0.07  4.39
H  1.47  6.16  -0.27
H  -0.25  -3.77  -0.62
H  -3.59  -2.17  0.43
H  2.33  -2.53  -0.99
H  -5.82  1.31  -3.70
H  -3.91  5.99  -0.94
H  -2.50  -6.18  0.20
H  2.33  -0.19  1.56
H  -0.53  0.91  -4.14
H  -4.31  1.02  -4.60
H  -2.88  3.67  -5.29
H  -2.11  7.30  1.93
H  -3.63  -5.83  -1.05
H  -2.05  6.97  0.24
H  3.10  7.77  -1.15
H  -2.89  -1.85  2.34
H  1.46  -3.66  0.72
H  1.93  -0.09  5.12
H  -0.50  0.70  2.80
H  1.06  7.21  -1.67
H  2.55  3.75  -1.43
H  -4.71  2.61  -4.24
H  -6.37  1.28  -6.04
H  -1.73  5.62  1.35
H  -2.08  3.09  3.01
H  1.54  4.51  -2.71
H  -0.79  4.78  -4.44
H  3.22  1.16  2.16
H  -0.88  -5.04  0.51
H  -4.76  -3.40  0.23
H  -2.96  2.64  -6.73
H  0.60  7.43  0.17
H  -4.27  2.60  2.82
H  0.15  -0.96  3.01
H  -3.32  1.12  2.50
H  -0.25  0.93  -6.35
H  1.43  1.81  3.73
H  -4.01  2.03  1.21
H  3.60  4.98  -2.97
H  1.70  1.41  1.25
H  2.85  -2.86  1.50
H  -0.23  3.05  -4.34
H  0.43  3.31  -7.48
H  -4.10  -1.78  3.71
H  0.01  -0.76  -4.16
H  1.17  0.60  -4.48
H  -1.31  4.52  -6.78

Calculated values
Kohn-Sham gap (spin up / spin down) = 3.0 / 7.1 eV
lowest unoccupied orbital energy (spin up / spin down) = 3.60 / 3.60 eV
multiplicity = 2
total energy = -2507.39051 Eh
⟨S²⟩ = 0.753
charge = -2

=====

No. 2
This record from the Open Molecules 2025 dataset describes an isolated ion of composition C6H6NO2S and charge -1 at a distorted geometry. The level of theory is ωB97M-V with the def2-TZVPD basis set.

Geometry (Å):
S  1.46  -1.91  0.22
O  1.39  2.02  -0.12
O  2.94  0.45  -0.01
N  -1.70  -0.01  1.25
C  -0.22  -0.30  -1.14
C  -1.53  -0.09  -1.13
C  -0.28  0.11  1.39
C  0.71  -0.28  -0.01
C  1.79  0.86  -0.05
C  -2.18  0.03  0.07
H  2.78  -1.35  -0.17
H  0.27  -0.45  -2.17
H  -2.19  0.16  -1.94
H  -0.13  1.11  1.88
H  -3.25  0.32  -0.06
H  0.13  -0.68  1.98

Calculated values
Kohn-Sham gap (spin up / spin down) = 5.9 / 5.7 eV
lowest unoccupied orbital energy (spin up / spin down) = 3.43 / 1.04 eV
multiplicity = 3
total energy = -835.54577 Eh
⟨S²⟩ = 2.010
charge = -1
ΔE to the lowest compared entry with this formula, charge and spin = 0.000 eV

=====

No. 3
This record from the Open Molecules 2025 dataset describes an isolated ion of composition C4H8N3O and charge +1 at a distorted geometry. The level of theory is ωB97M-V with the def2-TZVPD basis set.

Geometry (Å):
O  -2.58  0.09  0.68
N  1.30  0.65  -0.04
N  -1.34  -0.42  0.90
N  -0.23  2.39  -0.50
C  -0.92  -1.44  0.19
C  0.16  1.26  -0.01
C  1.62  -0.82  0.16
C  0.44  -1.67  0.02
H  2.13  1.20  -0.01
H  -1.17  2.84  -0.32
H  2.05  -0.70  1.20
H  -1.66  -1.97  -0.28
H  2.37  -1.07  -0.59
H  0.73  -2.61  -0.49
H  0.31  2.90  -1.23
H  -3.22  -0.61  0.34

Calculated values
Kohn-Sham gap (spin up / spin down) = 9.0 / 8.7 eV
lowest unoccupied orbital energy (spin up / spin down) = -3.10 / -5.72 eV
multiplicity = 3
total energy = -396.26858 Eh
⟨S²⟩ = 2.043
charge = +1
ΔE to the lowest compared entry with this formula, charge and spin = 1.535 eV

=====

No. 4
This record from the Open Molecules 2025 dataset describes C18H32ClNa2O22 as an isolated structure at a distorted geometry. The level of theory is ωB97M-V with the def2-TZVPD basis set.

Geometry (Å):
Cl  13.44  -13.84  14.66
Na  13.68  -16.69  16.68
Na  16.19  -12.34  16.72
O  9.88  -16.89  14.61
O  12.68  -13.98  15.88
O  11.41  -16.54  20.51
O  8.41  -12.19  14.95
O  12.53  -15.87  10.43
O  8.64  -11.63  17.12
O  10.82  -14.62  10.07
O  13.82  -15.17  14.22
O  6.69  -11.46  16.01
O  19.29  -15.03  12.71
O  12.70  -13.21  13.62
O  14.62  -13.01  14.89
O  15.28  -8.92  9.12
O  15.31  -10.00  11.09
O  11.83  -16.44  18.30
O  15.50  -11.16  9.19
O  19.27  -13.61  10.96
O  12.86  -13.66  10.17
O  11.63  -17.95  15.61
O  10.67  -14.86  19.42
O  17.35  -14.40  11.81
O  9.49  -18.19  16.26
C  9.87  -19.12  17.27
C  10.42  -14.08  18.24
C  7.97  -11.75  16.12
C  10.44  -17.68  15.51
C  15.06  -11.36  11.44
C  11.34  -15.98  19.32
C  18.69  -14.27  11.75
C  15.65  -12.12  10.23
C  10.73  -16.27  13.64
C  9.72  -12.69  14.98
C  11.89  -17.87  20.63
C  13.92  -16.03  10.70
C  16.97  -15.09  13.00
C  10.16  -13.38  9.92
C  6.03  -10.99  17.18
C  12.14  -14.62  10.22
C  18.31  -15.57  13.57
C  15.35  -9.92  9.73
H  16.33  -15.94  12.75
H  13.96  -16.24  11.78
H  14.58  -15.22  10.42
H  11.37  -13.76  17.82
H  14.24  -16.97  10.25
H  10.58  -18.66  17.95
H  9.36  -13.30  10.65
H  9.75  -13.34  8.91
H  5.02  -10.71  16.90
H  10.28  -20.02  16.81
H  10.49  -11.97  15.28
H  15.00  -12.97  10.08
H  18.40  -16.66  13.64
H  5.99  -11.77  17.94
H  9.79  -13.25  18.54
H  16.69  -12.41  10.34
H  12.78  -17.87  21.25
H  11.59  -16.88  13.39
H  11.12  -18.46  21.13
H  11.08  -15.31  14.02
H  14.00  -11.63  11.44
H  16.46  -14.40  13.67
H  8.97  -19.44  17.79
H  9.82  -13.49  15.73
H  10.82  -12.53  10.06
H  9.88  -14.65  17.49
H  12.09  -18.32  19.67
H  6.50  -10.11  17.61
H  10.12  -16.08  12.76
H  18.45  -15.18  14.59
H  10.02  -13.14  14.04
H  15.50  -11.65  12.38

Calculated values
Kohn-Sham gap = 7.1 eV
lowest unoccupied orbital energy = -4.99 eV
total energy = -3144.79501 Eh
charge = +1

=====

Question: Number 4 is which compound?
Answer: C18H32ClNa2O22

=====

Question: What is the charge in the second record?
Answer: -1